The following is a DFT calculation (the ωB97M-V functional and the def2-TZVPD basis) of a cluster of 2 separate species, C12H20O9P2 in total in a non-equilibrium geometry.

```
43
Properties=species:S:1:pos:R:3:mulliken_charge:R:1
O 0.4169 -4.7735 0.6847 -0.614
P -0.1395 -4.2220 -0.5650 0.513
C 1.1034 -3.5831 -1.7201 0.532
C 0.9344 -3.6089 -3.0418 -0.595
C 1.8110 -2.7507 -3.8887 0.680
O 1.3977 -2.4794 -5.0037 -0.570
C 2.7545 -1.7888 -3.2722 -0.143
O 3.3416 -0.8636 -4.0466 -0.546
C 2.9186 -1.7898 -1.9417 0.342
O 3.5998 -0.8344 -1.2848 -0.527
C 2.3558 -2.9521 -1.1982 0.229
O 3.0407 -3.5370 -0.3924 -0.466
H -1.0306 -5.0337 -1.2940 0.068
H -0.8631 -3.0668 -0.2008 -0.016
H 0.0883 -4.1086 -3.4954 0.410
H 2.7512 -0.6062 -4.7692 0.347
H 4.3088 -1.1965 -0.7365 0.353
C 1.5272 0.8544 3.0008 -0.823
C 0.0654 0.5586 3.2842 -0.317
O -0.8140 1.3635 2.4966 -0.313
P -0.9711 1.0460 0.9011 1.106
O -1.5145 -0.3392 0.9424 -0.772
O -2.3220 1.9058 0.6038 -0.404
C -3.3178 1.4139 -0.2989 -0.339
C -4.5538 0.9989 0.4677 -1.175
O 0.0622 2.1453 0.4013 -0.269
C -0.1833 3.5629 0.3811 -0.182
C -0.1511 4.2055 1.7477 -0.929
H 1.7911 0.5897 1.9735 0.157
H 2.1689 0.2868 3.6752 0.413
H 1.7378 1.9166 3.1242 0.175
H -0.1518 -0.4994 3.1183 0.278
H -0.1662 0.7810 4.3254 0.310
H -2.9341 0.5834 -0.8920 0.350
H -3.5572 2.2281 -0.9866 0.337
H -4.3060 0.2591 1.2280 0.284
H -5.3035 0.5781 -0.2040 0.384
H -4.9881 1.8588 0.9789 0.312
H -1.1035 3.7961 -0.1491 0.239
H 0.6257 3.9724 -0.2252 0.339
H -1.0318 3.9474 2.3328 0.275
H -0.1272 5.2901 1.6327 0.419
H 0.7291 3.8910 2.3065 0.147
```

Calculated values
SMILES string: O=[PH2]C1=CC(=O)C(O)=C(O)C1=O.CCOP(=O)(OCC)OCC
HOMO-LUMO gap: 8.146 eV
Charge: 0
HOMO level: -9.65 eV
LUMO energy: -1.505 eV

=====

The following is a DFT calculation (the ωB97M-V functional and the def2-TZVPD basis) of the ion C12H20P with charge +1 in a non-equilibrium geometry.

```
33
Properties=species:S:1:pos:R:3:mulliken_charge:R:1
C -1.0893 2.1789 -1.5727 -1.642
C 0.0980 -0.4373 2.7018 -1.038
C -1.6730 -0.9316 -2.0112 -0.959
C 2.0581 1.5630 -1.0041 -0.911
C -0.9437 1.6535 -0.3182 0.823
C -0.5348 -0.6335 1.5594 0.571
C -0.5696 -1.1482 -1.2797 0.292
C 1.8215 0.6250 -0.1146 0.703
C -1.1262 2.4599 0.8836 -1.367
C -1.5773 -1.7344 1.5399 -1.331
C 0.4075 -2.3985 -1.5353 -1.175
C 2.7854 -0.2048 0.6533 -1.222
P -0.1593 0.1096 -0.0452 1.252
H -0.7737 1.5235 -2.3219 0.531
H -1.3659 3.1564 -1.8482 0.426
H 0.8761 0.3682 3.0760 0.252
H -0.1564 -1.1293 3.4879 0.370
H -2.2763 -0.0448 -1.8907 0.438
H -1.9755 -1.5836 -2.8821 0.278
H 1.2372 2.1089 -1.5339 0.256
H 3.0521 1.9445 -1.0629 0.372
H -2.2761 2.6164 0.9214 0.330
H -0.6516 3.4978 0.7057 0.344
H -0.7097 1.9198 1.6889 0.299
H -1.5894 -2.2074 0.4891 0.295
H -2.6291 -1.3349 1.7940 0.276
H -1.3324 -2.5935 2.0822 0.522
H 0.0259 -3.0360 -2.3457 0.438
H 0.5794 -3.0913 -0.6558 0.258
H 1.3613 -2.0423 -1.8449 0.359
H 2.2678 -0.9488 1.2738 0.325
H 3.2870 0.4643 1.4916 0.310
H 3.5522 -0.6893 -0.0816 0.328
```

Calculated values
HOMO-LUMO gap: 10.066 eV
Charge: +1
HOMO level: -13.47 eV
LUMO energy: -3.402 eV

=====

The following is a DFT calculation (the ωB97M-V functional and the def2-TZVPD basis) of a structure of composition C12H21Br18FIP2 in a non-equilibrium geometry.

```
55
Properties=species:S:1:pos:R:3:mulliken_charge:R:1
C -1.7920 4.3182 -2.1511 -0.801
C -2.0550 3.0194 -2.9312 -0.648
C -1.3151 1.7861 -2.3466 0.923
C -0.3274 1.1920 -3.3544 -2.183
P -2.4424 0.5364 -1.6563 0.571
F -3.8908 1.0989 -1.8428 -0.223
I -2.4144 -1.5048 -2.8394 0.180
P -2.3522 0.0422 0.4144 -0.029
C -1.7929 1.5709 1.2150 -1.062
C -1.0238 -1.1914 0.5603 -0.390
H -1.0702 4.1756 -1.3514 -0.033
H -2.7041 4.7204 -1.7252 0.343
H -1.3902 5.0849 -2.8041 0.335
H -1.7119 3.1397 -3.9536 0.421
H -3.1234 2.8567 -3.0021 0.365
H -0.7268 2.1192 -1.4910 0.024
H -0.8447 0.8402 -4.2415 0.509
H 0.3330 1.9954 -3.6661 0.497
H 0.2742 0.3905 -2.9366 0.462
H -2.5865 2.3092 1.1507 0.478
H -0.8747 1.9977 0.8239 0.251
H -1.6613 1.3420 2.2692 0.445
H -0.6660 -1.5674 -0.3926 -0.191
H -1.4276 -2.0281 1.1166 0.389
H -0.1787 -0.7913 1.1143 0.292
C 1.2093 -4.5287 -0.8324 -0.327
Br 1.6255 -2.7319 -1.4114 -0.055
Br 2.4784 -5.1171 0.4726 0.071
Br -0.5999 -4.6883 -0.1821 -0.054
H 1.2895 -5.1655 -1.7010 0.420
C 4.5855 -6.7579 3.6145 -0.363
Br 5.0471 -4.9765 3.0463 0.046
Br 5.6206 -7.3079 5.1321 -0.037
Br 2.6970 -6.9181 3.9409 -0.014
H 4.8261 -7.4242 2.7995 0.358
C 5.4251 -1.0906 1.1988 -0.420
Br 6.0438 -2.7188 0.3933 -0.048
Br 3.5029 -0.9960 1.1911 0.053
Br 6.1280 -0.8730 2.9747 -0.049
H 5.7927 -0.2709 0.5997 0.463
C 3.4883 1.6460 4.5374 0.307
Br 4.5587 3.2143 4.8037 0.007
Br 2.9259 0.8678 6.1974 0.011
Br 1.9857 2.0111 3.3878 0.083
H 4.1012 0.9160 4.0277 -0.379
C -5.8475 -2.0936 -5.1747 0.252
Br -5.2010 -1.7589 -6.9522 0.005
Br -7.5971 -1.3572 -4.8971 0.005
Br -5.7854 -3.9661 -4.7376 0.000
H -5.1796 -1.5864 -4.4953 -0.295
C -1.0979 5.3722 3.2376 -0.349
Br -2.6367 4.3710 3.8105 -0.031
Br 0.4305 5.0152 4.3339 0.021
Br -0.7117 5.0405 1.3768 0.030
H -1.3401 6.4207 3.3287 0.369
```

Calculated values
HOMO-LUMO gap: 7.941 eV
Charge: +1
HOMO level: -11.76 eV
LUMO energy: -3.823 eV